# 1
ORCA calculation (ωB97M-V with the def2-TZVPD basis set) on a structure of composition C31H31BrF4N2PRhSSb.

Last column: Löwdin charge in e.
Geometry (Å):
Rh  0.093418  0.468840  0.446734  0.350
F  -6.698380  1.803961  0.836031  0.205
C  -5.543702  1.395482  0.374588  -0.113
C  -5.483680  0.469840  -0.652239  -0.114
F  -6.589420  -0.008158  -1.172136  0.195
C  -4.252168  0.048161  -1.130478  -0.200
F  -4.258316  -0.837764  -2.120177  0.135
C  -3.053192  0.513854  -0.611895  -0.288
P  -1.450394  0.000683  -1.342824  1.021
C  -1.365938  0.793778  -2.941391  -0.369
C  -0.659856  1.996890  -3.009681  -0.101
C  -0.625372  2.710411  -4.193839  -0.049
C  -1.288282  2.220528  -5.310046  -0.024
C  -1.985705  1.018256  -5.243670  -0.030
C  -2.031565  0.298066  -4.062953  -0.074
C  -1.548728  -1.795405  -1.519758  -0.379
C  -2.211420  -2.544531  -0.538588  -0.104
C  -2.280116  -3.925461  -0.644958  -0.052
C  -1.669895  -4.568288  -1.718107  -0.042
C  -0.992437  -3.827896  -2.681020  -0.042
C  -0.929292  -2.441363  -2.583952  -0.083
C  -3.154995  1.435043  0.431500  -0.511
Br  -1.615156  2.186377  1.275557  0.920
C  -4.364197  1.878852  0.920696  -0.251
F  -4.418437  2.755086  1.912720  0.118
H  -0.137011  2.379190  -2.137490  0.082
H  -0.078333  3.642190  -4.247980  0.121
H  -1.261895  2.775216  -6.239132  0.127
H  -2.502472  0.640087  -6.115885  0.126
H  -2.596431  -0.624094  -4.024543  0.111
H  -2.718222  -2.041841  0.281645  0.112
H  -2.836724  -4.500080  0.087701  0.123
H  -1.744816  -5.644384  -1.817945  0.125
H  -0.538950  -4.328507  -3.528494  0.126
H  -0.404648  -1.871738  -3.341462  0.118
N  -0.935270  -0.492439  3.752851  0.211
C  -0.443243  -1.472146  3.043206  -0.598
N  0.117906  -1.287694  1.831740  0.004
C  0.542844  -2.466059  1.331471  -0.265
C  1.213755  -2.646286  0.098927  -0.019
C  1.571553  -3.904268  -0.252385  0.012
C  1.307174  -5.028297  0.612725  0.058
C  0.668828  -4.885181  1.835488  -0.028
C  0.287348  -3.613312  2.192874  -0.413
S  -0.497948  -3.119141  3.638102  1.235
H  -0.941522  0.452885  3.388164  0.075
H  -1.350009  -0.651270  4.662560  0.151
H  1.434421  -1.801585  -0.538669  0.107
H  2.078707  -4.078345  -1.193021  0.139
H  1.637167  -6.013356  0.300863  0.144
H  0.485563  -5.735453  2.480649  0.142
C  1.453348  4.385655  2.206401  -0.163
C  2.112333  3.082033  2.658634  -0.407
Sb  2.480234  1.721742  1.035234  1.452
C  3.719787  0.192884  1.923698  -0.399
C  4.385130  0.656071  3.220464  -0.160
C  3.835910  2.865853  -0.181720  -0.382
C  4.991164  3.387875  0.662427  -0.150
H  1.329756  5.048751  3.062806  0.092
H  0.462604  4.232335  1.773944  0.026
H  2.061574  4.919769  1.475429  0.075
H  1.525808  2.547625  3.407076  0.050
H  3.111971  3.240741  3.063695  0.055
H  4.447528  -0.059274  1.151204  0.063
H  3.086955  -0.679941  2.086240  0.021
H  5.018871  1.529129  3.075407  0.066
H  5.025485  -0.143367  3.596470  0.091
H  3.660093  0.885797  4.000969  0.072
H  3.237091  3.657212  -0.627933  0.057
H  4.159982  2.185723  -0.967565  0.059
H  4.669569  4.061436  1.457314  0.073
H  5.647826  3.964206  0.007773  0.097
H  5.596431  2.588408  1.089959  0.070

Atoms 1-3, force components in eV/Å:
Rh 0.38 -0.03 -0.02
F 0.02 0.00 -0.01
C -0.18 -0.01 -0.01

Spin multiplicity: 5
E_LUMO (spin up / spin down) in eV: -8.6 / -12.1
Total charge: +3

# 2
ORCA calculation (ωB97M-V with the def2-TZVPD basis set) on a structure of composition C31H32BF4N6OSV.

Last column: Löwdin charge in e.
Geometry (Å):
V  -0.316454  1.469644  -0.345288  0.740
C  3.259364  -3.715471  2.713843  -0.051
C  2.664838  -3.454019  1.323288  -0.554
C  3.157449  -4.533398  0.349621  -0.045
C  1.142219  -3.551105  1.425366  -0.046
C  3.119180  -2.085507  0.819314  -0.165
C  4.496282  -1.806142  0.701501  -0.044
C  4.971667  -0.588968  0.258676  -0.080
C  4.048608  0.393870  -0.093490  -0.465
S  4.280349  2.030366  -0.630005  1.100
C  2.551153  2.236537  -0.695841  -0.503
N  1.865612  1.181187  -0.373011  0.009
C  2.685515  0.126124  -0.009158  -0.274
C  2.216525  -1.102642  0.459154  0.032
C  1.868634  3.472989  -1.079402  -0.260
C  2.580843  4.609804  -1.466320  -0.081
C  1.880108  5.739006  -1.846178  -0.116
C  0.485493  5.698709  -1.837640  -0.110
C  -0.193704  4.556290  -1.444642  -0.124
C  0.459886  3.379358  -1.033139  -0.119
H  2.938951  -4.694309  3.078459  0.083
H  2.922783  -2.961335  3.429001  0.083
H  4.350791  -3.701782  2.700678  0.073
H  2.829312  -5.519657  0.687592  0.084
H  4.246420  -4.545617  0.276281  0.075
H  2.754481  -4.363685  -0.650474  0.092
H  0.869935  -4.535844  1.810425  0.091
H  0.662274  -3.434388  0.452865  0.069
H  0.719248  -2.800392  2.096998  0.083
H  5.216370  -2.569188  0.972052  0.103
H  6.037084  -0.405580  0.194566  0.104
H  1.150396  -1.243571  0.543224  0.097
H  3.666875  4.617899  -1.476161  0.083
H  2.404811  6.636324  -2.150858  0.089
H  -0.070375  6.578784  -2.146029  0.090
H  -1.280134  4.576268  -1.459486  0.081
C  -0.524368  0.444637  -2.423102  -0.179
C  -1.096372  -0.879631  -2.579416  -0.323
C  -2.251552  -1.109683  -3.359147  -0.067
C  -2.827852  -2.357064  -3.469448  -0.047
C  -2.269564  -3.453204  -2.809725  -0.263
C  -1.128546  -3.258106  -2.025031  -0.039
C  -0.567308  -2.007281  -1.914711  -0.043
C  -2.845175  -4.753156  -2.946100  -0.218
N  -3.299924  -5.807211  -3.057374  0.110
H  -0.934239  1.148964  -3.152067  0.044
H  0.564775  0.425127  -2.524388  0.041
H  -2.693073  -0.273895  -3.891362  0.105
H  -3.712991  -2.496254  -4.077801  0.109
H  -0.700594  -4.099434  -1.493446  0.106
H  0.296760  -1.872772  -1.285134  0.080
N  -3.542464  1.115088  -1.399361  0.167
C  -3.520972  2.055489  -0.407726  -0.364
C  -4.717076  2.620308  0.076016  -0.018
C  -4.652625  3.567626  1.061156  -0.079
C  -3.406305  3.975816  1.548932  -0.076
C  -2.288224  3.384983  1.012884  -0.150
N  -2.330351  2.434132  0.066494  0.053
H  -4.250888  0.402653  -1.290952  0.106
H  -2.627377  0.711738  -1.580090  0.034
H  -5.660280  2.281001  -0.329478  0.111
H  -5.564003  3.999095  1.457358  0.101
H  -3.310611  4.726492  2.320302  0.095
H  -1.293710  3.660731  1.345303  0.111
F  -3.566685  -1.484715  0.257308  0.140
B  -2.772545  -0.909010  1.234892  -1.229
F  -1.603375  -0.306915  0.642300  0.057
F  -2.338917  -1.850035  2.180228  0.109
F  -3.494455  0.125137  1.898889  0.082
N  -1.336130  0.872333  3.374570  0.191
C  -0.110752  0.809425  2.796111  -0.616
N  0.812042  0.008376  3.400272  0.187
O  0.190289  1.446692  1.784604  -0.045
H  -1.633847  0.038279  3.859636  0.107
H  -2.059648  1.196908  2.744110  0.079
H  0.672984  -0.300142  4.345117  0.103
H  1.753141  0.076949  3.053613  0.102

Atoms 1-3, force components in eV/Å:
V -0.50 0.09 0.02
C 0.03 0.00 0.02
C 0.00 0.03 0.01

Spin multiplicity: 4
E_LUMO (spin up / spin down) in eV: 2.2 / 2.2
Total charge: -1
Energy relative to the best compared isomer or geometry (same formula, charge and spin) in kcal per mole: 0.0

# 3
ORCA calculation (ωB97M-V with the def2-TZVPD basis set) on a structure of composition C31H32CdClN4O6SSbSe4.

Last column: Löwdin charge in e.
Geometry (Å):
Cd  0.833601  2.223574  0.766217  0.984
Se  3.935023  5.180760  2.979222  -0.332
Sb  3.325481  2.842566  2.788893  -0.361
Se  0.836466  2.391988  3.287693  -0.191
Se  3.331029  1.968717  0.335899  -0.230
Se  4.679139  1.403051  4.225308  -0.281
O  0.167238  5.176874  -5.550743  0.075
C  0.424222  5.006233  -4.221984  -0.473
O  0.693728  5.954916  -3.551118  0.155
C  0.352426  3.620562  -3.717519  -0.070
C  0.548250  2.425255  -4.369254  -0.547
Cl  0.772095  2.148651  -6.053439  0.785
N  0.479179  1.415030  -3.464771  -0.057
N  0.234533  1.935598  -2.234631  0.137
C  0.158924  3.237226  -2.358578  -0.121
C  -0.514435  4.032247  -1.219104  -0.652
O  -1.605933  4.480872  -1.582703  0.022
O  0.061367  4.109539  -0.102521  -0.139
C  0.390857  0.008649  -3.638327  -0.165
C  0.996610  -0.663660  -4.694387  -0.056
C  0.799218  -2.029100  -4.844050  -0.095
C  0.001092  -2.729893  -3.956447  -0.103
C  -0.579872  -2.060819  -2.886612  -0.081
C  -0.377495  -0.703497  -2.714577  -0.012
H  -0.008015  4.335923  -5.984820  0.022
H  1.631054  -0.143156  -5.393205  0.064
H  1.271410  -2.549990  -5.667546  0.098
H  -0.150585  -3.795686  -4.074028  0.096
H  -1.194256  -2.600697  -2.178100  0.106
H  -0.791931  -0.177640  -1.864038  0.088
C  -3.218334  1.009441  -2.054259  -0.043
N  -3.752732  1.496563  -0.802196  -0.081
C  -5.183085  1.692047  -0.759514  -0.188
C  -5.635493  1.925090  0.668298  -0.164
C  -4.787783  3.046313  1.240065  -0.173
N  -3.393505  2.670727  1.191714  -0.078
C  -2.511930  3.379290  2.104086  -0.053
C  -2.871880  1.927560  0.172919  -0.465
O  -1.689663  1.601280  0.119766  -0.024
H  -3.348894  -0.073702  -2.156271  0.088
H  -2.160121  1.250344  -2.091273  0.052
H  -3.724053  1.508009  -2.886308  0.093
H  -5.660406  0.796609  -1.173222  0.117
H  -5.476083  2.546130  -1.388002  0.124
H  -5.468709  1.019131  1.255350  0.119
H  -6.696598  2.177177  0.697998  0.108
H  -5.043861  3.225638  2.286678  0.118
H  -4.966927  3.977773  0.684491  0.130
H  -2.788744  3.165871  3.139092  0.087
H  -2.564487  4.456415  1.925610  0.101
H  -1.489054  3.063322  1.941303  -0.032
O  0.765951  -0.269212  0.965807  -0.679
S  2.031626  -1.055430  0.968629  0.836
C  2.491175  -1.344284  2.719211  -0.275
C  3.705227  -2.218408  2.718628  -0.293
C  4.839316  -1.804779  2.018215  -0.058
C  5.962241  -2.615268  1.960828  -0.078
C  5.967179  -3.851897  2.591938  -0.114
C  4.843278  -4.269764  3.290049  -0.106
C  3.720793  -3.455612  3.355717  -0.060
C  1.490963  -2.808290  0.593693  -0.251
C  0.411222  -3.359288  1.470281  -0.267
C  0.609937  -4.557887  2.155490  -0.063
C  -0.379376  -5.088838  2.969944  -0.102
C  -1.591769  -4.431937  3.114194  -0.111
C  -1.795375  -3.226927  2.456358  -0.081
C  -0.806504  -2.693709  1.642719  -0.032
H  1.634578  -1.771555  3.239620  0.103
H  2.721315  -0.353955  3.128266  0.005
H  4.848173  -0.834964  1.534249  0.088
H  6.841330  -2.273616  1.429028  0.101
H  6.846554  -4.484279  2.550328  0.088
H  4.843923  -5.232835  3.788649  0.090
H  2.851765  -3.777330  3.917610  0.106
H  2.406244  -3.396942  0.658830  0.085
H  1.175796  -2.751126  -0.446227  0.076
H  1.553664  -5.079528  2.048319  0.105
H  -0.198010  -6.019576  3.494925  0.093
H  -2.372110  -4.852825  3.736890  0.091
H  -2.730637  -2.693848  2.575948  0.100
H  -0.956512  -1.731196  1.174836  0.099

Atoms 1-3, force components in eV/Å:
Cd -0.40 -0.20 -0.35
Se -0.11 -0.12 -0.12
Sb 0.08 -0.03 0.11

E_LUMO in eV: 3.4
Total charge: -2
Energy relative to the best compared isomer or geometry (same formula, charge and spin) in kcal per mole: 43.0

# 4
ORCA calculation (ωB97M-V with the def2-TZVPD basis set) on a structure of composition C31H32Cl2N2ReS in a non-equilibrium geometry.

Last column: Löwdin charge in e.
Geometry (Å):
Re  -0.001735  -0.974851  2.119521  1.078
C  -1.528552  4.177444  -2.604185  -0.044
C  -1.260491  4.435408  -1.119914  -0.552
C  -0.090664  5.432650  -0.987994  -0.014
C  -2.531763  5.040266  -0.494332  -0.019
C  -0.876437  3.189798  -0.361592  -0.098
C  -0.660338  3.235455  1.023462  0.040
C  -0.320320  2.099349  1.712488  -0.089
N  -0.151390  0.908649  1.103210  -0.075
C  -0.282175  0.848391  -0.244551  -0.168
C  -0.666491  1.953204  -0.978051  0.097
C  0.118393  -0.446568  -0.818797  -0.169
C  0.183743  -0.711607  -2.172321  0.097
C  0.697214  -1.922189  -2.642743  -0.100
C  1.179582  -2.805684  -1.667388  0.045
C  1.063373  -2.504871  -0.334004  -0.089
N  0.514318  -1.354327  0.104039  -0.096
C  0.760704  -2.290926  -4.103099  -0.552
C  -0.017064  -3.611126  -4.291973  -0.019
C  2.235430  -2.485062  -4.503022  -0.015
C  0.140918  -1.230933  -5.017097  -0.046
H  -1.813449  5.115373  -3.076853  0.104
H  -2.353976  3.475647  -2.740747  0.097
H  -0.639264  3.815265  -3.123994  0.094
H  -0.338902  6.344666  -1.528703  0.106
H  0.830007  5.023935  -1.407782  0.100
H  0.106745  5.699896  0.050880  0.088
H  -2.771774  5.969011  -1.009414  0.105
H  -2.409340  5.271773  0.563916  0.084
H  -3.381904  4.365083  -0.604495  0.098
H  -0.757392  4.163627  1.567773  0.134
H  -0.159297  2.138749  2.782062  0.110
H  -0.798964  1.865924  -2.046353  0.118
H  -0.159147  0.031354  -2.877396  0.118
H  1.637192  -3.744991  -1.942232  0.135
H  1.411624  -3.192624  0.424005  0.111
H  0.457465  -4.443518  -3.771201  0.087
H  -0.046444  -3.862766  -5.350789  0.104
H  -1.044474  -3.517842  -3.936128  0.098
H  2.741879  -3.224508  -3.881934  0.086
H  2.786359  -1.546431  -4.425379  0.099
H  2.280001  -2.821793  -5.537568  0.106
H  -0.908182  -1.049938  -4.772684  0.096
H  0.176908  -1.586244  -6.044934  0.103
H  0.696279  -0.291326  -4.979628  0.095
Cl  -1.214909  -0.365930  3.951355  0.859
C  -2.637453  -1.176510  3.386105  -0.586
C  -3.879768  -0.629580  3.621690  -0.052
C  -4.993040  -1.301064  3.133778  0.020
C  -4.861753  -2.495859  2.432270  -0.030
C  -3.617023  -3.058548  2.211926  -0.663
Cl  -3.467915  -4.525256  1.352946  0.805
C  -2.454135  -2.396004  2.674500  -0.643
S  -0.883539  -3.093055  2.442746  0.826
H  -3.977870  0.296321  4.172890  0.135
H  -5.976008  -0.879312  3.295655  0.144
H  -5.742026  -2.997500  2.052171  0.138
C  1.742179  -1.047083  2.774668  -0.047
C  2.966740  -1.063026  3.372990  -0.285
C  3.336327  0.104708  4.117288  0.007
C  4.501495  0.113128  4.835335  -0.016
C  5.338108  -1.007234  4.828320  0.036
C  4.994969  -2.152745  4.104855  -0.014
C  3.836648  -2.190924  3.373576  0.017
H  2.679118  0.963961  4.098429  0.123
H  4.775370  0.988347  5.408598  0.133
H  6.264322  -0.985940  5.387751  0.139
H  5.650196  -3.012905  4.118314  0.134
H  3.571760  -3.068777  2.799768  0.128

Atoms 1-3, force components in eV/Å:
Re 3.32 -1.43 -0.18
C 0.06 -0.10 0.16
C -0.05 0.29 -0.12

E_LUMO (spin up / spin down) in eV: -11.8 / -11.8
Total charge: +3